#one
C10H12N5 | ωB97M-V with the def2-TZVPD basis set

The geometry in XYZ format:
```
27
C10H12N5, DFT ωB97M-V with the def2-TZVPD basis set
H 1.10 0.85 -2.33
N 0.45 0.78 -1.63
C 0.07 1.89 -1.15
N -0.76 1.94 -0.08
C -1.42 0.88 0.42
N -2.76 1.01 0.64
C -3.32 -0.27 0.80
C -2.31 -1.15 0.56
C -1.06 -0.49 0.33
C 0.19 -1.12 0.10
C 0.24 -2.47 -0.29
C 1.35 -0.35 0.33
C 1.68 0.66 1.28
N 2.83 1.12 1.21
N 3.32 0.62 0.04
C 2.49 -0.37 -0.42
H 0.17 2.87 -1.50
H -1.19 2.86 0.17
H -3.31 1.77 0.53
H -4.27 -0.43 1.03
H -2.33 -2.27 0.56
H 1.14 -2.78 -0.74
H -0.57 -2.74 -0.98
H 0.20 -3.31 0.47
H 1.24 0.71 2.25
H 4.25 0.77 -0.21
H 2.59 -0.98 -1.36
```

Summary:
SMILES string = [H]/N=C/[NH+]=C1/NC=C/C1=C(\C)c1cn[nH]c1
orbital gap = 7.4 eV
charge = +1

***

#two
C10H12N5 | ωB97M-V with the def2-TZVPD basis set

The geometry in XYZ format:
```
27
C10H12N5, DFT ωB97M-V with the def2-TZVPD basis set
C -1.97 2.65 -2.60
C -2.66 1.53 -1.96
C -0.73 2.84 -2.30
C -0.74 0.96 -0.86
C 0.90 -1.57 1.22
C 0.13 -1.11 0.16
C 1.09 -0.72 2.37
C 0.04 0.90 1.26
C -0.17 -1.93 -1.04
C 1.75 -1.19 3.60
N -1.96 0.71 -1.24
N 0.61 0.47 2.35
N 0.04 1.98 -1.46
N 1.30 2.11 -1.14
N -0.19 0.22 0.14
H -2.53 3.32 -3.28
H -3.73 1.40 -2.05
H 0.01 3.50 -2.85
H 1.14 -2.65 1.35
H -0.20 1.89 1.08
H 0.31 -1.55 -1.88
H -1.29 -2.03 -1.31
H 0.31 -2.85 -0.92
H 1.39 -2.15 3.90
H 1.52 -0.41 4.30
H 2.88 -1.18 3.63
H 1.72 2.92 -1.56
```

Summary:
orbital gap (alpha / beta) = 7.3 / 7.3 eV
charge = +1

***

Which structure loses on stability? #two does.

***

#one
CH5OS | ωB97M-V with the def2-TZVPD basis set

The geometry in XYZ format:
```
8
CH5OS, DFT ωB97M-V with the def2-TZVPD basis set
S -1.41 -0.41 1.99
H -0.45 -0.63 2.90
C 0.61 0.14 -1.00
O -0.68 0.61 -0.77
H 1.23 0.24 -0.10
H 1.09 0.70 -1.81
H 0.58 -0.91 -1.33
H -0.97 0.27 0.13
```

Summary:
orbital gap = 7.3 eV
charge = -1

***

#two
CH5OS | ωB97M-V with the def2-TZVPD basis set

The geometry in XYZ format:
```
8
CH5OS, DFT ωB97M-V with the def2-TZVPD basis set
O 1.53 0.20 1.74
H 1.90 0.82 1.10
C -0.81 -0.17 -0.97
S -1.39 -0.18 0.80
H -1.35 0.21 -1.86
H -0.69 -1.25 -1.15
H 0.23 0.18 -1.00
H 0.58 0.19 1.34
```

Summary:
orbital gap = 6.9 eV
charge = -1

***

Which structure loses on stability? #two does.

***

#one
C2H11N2O | ωB97M-V with the def2-TZVPD basis set

The geometry in XYZ format:
```
16
C2H11N2O, DFT ωB97M-V with the def2-TZVPD basis set
C -1.99 -1.03 -0.78
N -1.16 0.23 -0.95
H -2.89 -0.96 -1.37
H -2.29 -1.08 0.26
H -1.34 -1.85 -1.08
H -1.22 0.48 -1.93
H -1.46 0.99 -0.33
H -0.11 0.03 -0.68
N 1.40 -0.20 -0.07
C 1.52 0.94 0.92
O 0.96 0.58 2.12
H 1.64 -0.99 0.53
H 1.98 -0.13 -0.89
H 0.89 1.73 0.53
H 2.58 1.18 0.95
H 1.49 0.09 2.77
```

Summary:
orbital gap = 11.4 eV
charge = +1

***

#two
C2H11N2O | ωB97M-V with the def2-TZVPD basis set

The geometry in XYZ format:
```
16
C2H11N2O, DFT ωB97M-V with the def2-TZVPD basis set
C -0.85 0.22 -1.40
N -2.15 0.23 -0.68
C 0.36 0.72 -0.49
N 0.06 0.16 0.89
H -0.68 -0.80 -1.69
H -0.89 0.76 -2.44
H -3.07 -0.11 -1.09
H -2.58 1.22 -0.69
H 1.27 0.37 -0.97
H 0.43 1.76 -0.33
H 0.12 0.90 1.57
H 0.70 -0.60 1.18
H -0.86 -0.24 0.79
H 3.04 -1.17 2.38
H 2.65 -2.18 1.34
O 2.46 -1.25 1.63
```

Summary:
orbital gap = 11.2 eV
charge = +1

***

Which structure loses on stability? #two does.

***

#one
H36O18 | ωB97M-V with the def2-TZVPD basis set

The geometry in XYZ format:
```
54
H36O18, DFT ωB97M-V with the def2-TZVPD basis set
O -0.85 1.05 -0.66
H -0.69 0.28 -1.13
H -0.01 1.21 -0.09
O -1.69 1.61 -2.87
H -2.33 1.02 -2.64
H -1.40 2.21 -2.19
O 1.58 3.62 3.04
H 2.28 3.76 3.88
H 1.34 4.51 2.83
O -5.30 0.17 1.37
H -5.92 -0.13 1.99
H -5.20 1.05 1.55
O -3.42 -3.99 -0.48
H -3.63 -4.60 -1.18
H -3.87 -3.19 -0.66
O 1.02 1.90 -3.48
H 0.23 2.15 -4.15
H 0.71 2.28 -2.73
O 0.23 -0.62 -2.35
H 0.07 -0.26 -3.17
H 1.24 -0.80 -2.18
O 2.61 -1.34 -1.50
H 1.72 -1.44 -1.14
H 3.33 -0.91 -0.81
O 0.03 -2.14 3.94
H 1.00 -2.11 4.12
H -0.13 -1.23 3.81
O 2.55 -3.64 -4.30
H 3.36 -3.13 -4.06
H 1.88 -3.03 -4.42
O 4.39 -0.07 0.66
H 5.14 0.00 1.29
H 3.92 0.75 0.68
O -2.92 -2.05 2.97
H -2.74 -1.92 2.00
H -1.95 -2.16 3.13
O 1.23 3.85 -0.77
H 1.85 4.70 -1.02
H 1.74 3.20 -0.55
O -2.46 5.59 1.09
H -3.30 5.32 1.10
H -1.85 4.96 0.64
O -1.74 2.99 1.75
H -1.00 2.76 1.24
H -1.95 2.09 2.26
O -0.72 -4.87 1.01
H -0.61 -5.23 1.88
H -0.39 -3.97 0.90
O 2.38 1.60 1.43
H 2.69 2.43 1.80
H 1.97 1.36 2.38
O 2.09 -5.43 -2.34
H 1.93 -4.47 -2.27
H 1.58 -5.70 -1.61
```

Summary:
orbital gap = 9.6 eV
charge = 0

***

#two
H36O18 | ωB97M-V with the def2-TZVPD basis set

The geometry in XYZ format:
```
54
H36O18, DFT ωB97M-V with the def2-TZVPD basis set
O -20.91 6.61 11.46
H -21.75 6.17 11.56
H -20.26 5.92 11.57
O -26.23 3.24 11.33
H -25.59 3.91 11.11
H -26.03 3.00 12.24
O -23.23 5.00 10.25
H -22.72 4.45 10.84
H -23.09 4.61 9.39
O -16.66 3.88 11.79
H -16.20 4.03 12.62
H -16.16 4.36 11.14
O -21.14 3.04 16.90
H -22.01 2.72 17.15
H -20.77 3.38 17.71
O -23.10 5.66 15.73
H -22.98 6.52 16.12
H -23.17 5.06 16.48
O -22.27 6.97 7.85
H -22.59 6.07 7.89
H -22.34 7.29 8.75
O -22.12 3.13 14.29
H -21.58 2.79 15.00
H -22.53 3.91 14.65
O -16.80 1.63 9.98
H -16.99 0.93 10.60
H -17.26 2.40 10.33
O -19.30 2.01 11.73
H -19.10 2.90 12.00
H -18.59 1.48 12.09
O -21.70 1.34 7.73
H -22.17 0.86 8.41
H -22.29 1.32 6.97
O -24.81 2.22 13.88
H -25.04 1.97 14.78
H -23.86 2.17 13.86
O -21.68 3.38 11.67
H -21.88 3.15 12.58
H -20.92 2.85 11.45
O -18.89 -0.80 8.09
H -18.84 0.15 8.13
H -18.69 -1.09 8.98
O -22.25 4.11 7.79
H -21.79 3.27 7.88
H -22.63 4.09 6.91
O -19.67 2.25 6.15
H -20.31 2.24 6.87
H -18.82 2.25 6.59
O -17.27 0.37 12.49
H -16.69 0.58 13.22
H -17.69 -0.45 12.75
O -22.26 -0.21 9.70
H -22.33 0.37 10.46
H -22.77 -0.99 9.94
```

Summary:
orbital gap = 9.1 eV
charge = 0

***

Which structure loses on stability? #one does.